Density functional theory data (the ωB97M-V functional and the def2-TZVPD basis) for a cluster of 2 separate species, C2H4O3S in total at a distorted geometry.

Its HOMO energy (alpha / beta) is -7.98 / -10.10 eV. For the orbital gap (alpha / beta), the calculation gives 8.929 / 5.881 eV. The multiplicity is 3. Its net charge is 0. The total energy is -702.3367 a.u.

Atoms and positions in Å:
C  0.426  0.551  0.450
C  -0.529  -0.392  -0.243
O  2.206  1.937  2.399
O  -0.028  1.044  2.696
O  0.468  1.735  0.227
S  0.788  2.195  2.628
H  1.104  0.050  1.094
H  0.063  -1.182  -0.556
H  -1.105  0.113  -0.979
H  -1.034  -0.728  0.629

Density functional theory data (the ωB97M-V functional and the def2-TZVPD basis) for a structure of composition C30H75IN5NaO10 at a distorted geometry.

Its HOMO energy is -7.12 eV. For the orbital gap, the calculation gives 7.274 eV. The multiplicity is 1. Its net charge is 0. The total energy is -2673.8743 a.u.

Atoms and positions in Å:
Na  33.191  -3.879  -38.863
I  34.587  -6.212  -40.813
C  32.333  -1.074  -36.704
O  31.281  -0.886  -37.687
C  31.286  0.298  -38.514
C  30.544  -0.108  -39.826
N  29.090  -0.224  -39.542
C  28.390  -0.685  -40.716
C  28.599  0.329  -41.861
O  29.862  0.040  -42.487
C  30.087  0.775  -43.619
H  33.352  -1.131  -37.085
H  32.105  -1.976  -36.135
H  32.397  -0.277  -35.964
H  32.234  0.782  -38.749
H  30.896  1.131  -37.929
H  30.976  -0.959  -40.353
H  30.615  0.777  -40.458
H  29.037  -0.715  -38.661
H  27.318  -0.678  -40.521
H  28.741  -1.694  -40.933
H  28.589  1.327  -41.424
H  27.817  0.201  -42.610
H  29.895  1.810  -43.336
H  29.326  0.626  -44.384
H  31.054  0.574  -44.080
C  45.618  -3.379  -35.171
O  44.349  -3.754  -35.501
C  44.081  -3.723  -36.917
C  42.577  -3.764  -37.326
N  41.844  -4.924  -36.950
C  40.384  -4.671  -37.175
C  39.854  -6.131  -37.057
O  38.412  -5.935  -37.174
C  37.609  -7.076  -37.416
H  46.152  -4.291  -35.440
H  45.656  -3.106  -34.116
H  45.915  -2.464  -35.683
H  44.506  -4.686  -37.202
H  44.511  -2.841  -37.392
H  42.435  -3.575  -38.390
H  42.144  -2.905  -36.813
H  41.950  -5.568  -37.721
H  40.018  -4.196  -38.085
H  39.861  -4.092  -36.414
H  40.259  -6.600  -36.160
H  40.186  -6.672  -37.943
H  37.101  -7.393  -36.505
H  38.172  -7.865  -37.914
H  36.836  -6.906  -38.166
C  33.345  -4.453  -33.994
O  32.647  -3.484  -33.142
C  33.568  -2.657  -32.343
C  34.194  -3.403  -31.215
N  35.220  -2.555  -30.671
C  35.920  -3.128  -29.519
C  34.927  -3.426  -28.274
O  34.821  -4.821  -28.194
C  34.469  -5.246  -26.883
H  34.165  -3.959  -34.515
H  32.762  -5.084  -34.665
H  33.794  -5.180  -33.317
H  32.978  -1.844  -31.920
H  34.276  -2.259  -33.070
H  34.602  -4.344  -31.584
H  33.385  -3.812  -30.610
H  35.951  -2.355  -31.339
H  36.629  -2.323  -29.323
H  36.473  -4.009  -29.844
H  34.001  -2.851  -28.247
H  35.557  -2.954  -27.520
H  33.437  -5.018  -26.618
H  35.103  -4.948  -26.048
H  34.488  -6.335  -26.937
C  33.515  1.411  -42.162
O  33.066  0.114  -41.758
C  33.575  -0.960  -42.534
C  33.473  -2.145  -41.622
N  33.792  -1.974  -40.214
C  35.296  -2.056  -40.111
C  35.860  -1.946  -38.688
O  35.197  -2.837  -37.729
C  35.856  -4.117  -37.709
H  33.021  1.528  -43.126
H  34.598  1.462  -42.274
H  33.193  2.176  -41.455
H  34.622  -0.917  -42.834
H  33.055  -0.839  -43.484
H  34.060  -2.933  -42.094
H  32.403  -2.354  -41.591
H  33.432  -1.059  -39.981
H  35.635  -1.352  -40.871
H  35.532  -2.965  -40.666
H  35.671  -0.939  -38.315
H  36.940  -2.092  -38.703
H  35.323  -4.927  -37.213
H  36.704  -4.011  -37.033
H  36.344  -4.426  -38.633
C  32.862  -6.586  -37.196
O  32.244  -5.279  -37.164
C  30.793  -5.226  -37.260
C  30.318  -4.190  -38.336
N  30.918  -4.412  -39.623
C  30.183  -4.059  -40.731
C  30.842  -4.908  -41.890
O  30.257  -6.185  -41.697
C  30.981  -7.357  -41.866
H  32.182  -7.208  -36.614
H  33.827  -6.704  -36.704
H  32.781  -7.127  -38.139
H  30.517  -4.974  -36.236
H  30.273  -6.177  -37.381
H  30.589  -3.193  -37.987
H  29.252  -4.401  -38.421
H  30.928  -5.409  -39.780
H  30.390  -3.005  -40.917
H  29.122  -4.271  -40.867
H  31.927  -4.995  -41.951
H  30.541  -4.450  -42.832
H  31.777  -7.410  -41.124
H  31.399  -7.447  -42.869
H  30.338  -8.235  -41.798

Please write out number 1 again, unchanged.
Density functional theory data (the ωB97M-V functional and the def2-TZVPD basis) for a cluster of 2 separate species, C2H4O3S in total at a distorted geometry.

Its HOMO energy (alpha / beta) is -7.98 / -10.10 eV. For the orbital gap (alpha / beta), the calculation gives 8.929 / 5.881 eV. The multiplicity is 3. Its net charge is 0. The total energy is -702.3367 a.u.

Atoms and positions in Å:
C  0.426  0.551  0.450
C  -0.529  -0.392  -0.243
O  2.206  1.937  2.399
O  -0.028  1.044  2.696
O  0.468  1.735  0.227
S  0.788  2.195  2.628
H  1.104  0.050  1.094
H  0.063  -1.182  -0.556
H  -1.105  0.113  -0.979
H  -1.034  -0.728  0.629

- net charge of number 2 (C30H75IN5NaO10)?
  0

- What is the net charge in the first record?
  0